{
  "formula": "C4H5I",
  "method": "the ωB97M-V functional and the def2-TZVPD basis",
  "elements": ["H", "H", "C", "C", "H", "I", "H", "H", "C", "C"],
  "positions_angstrom": [[-1.1727, 0.9267, -1.5471], [0.2712, -0.4740, 2.1778], [-0.0757, 0.1072, -0.1051], [0.5872, -0.6789, 1.1085], [1.0473, -1.6907, 1.2196], [3.2496, 2.0758, -0.3990], [-2.1989, 0.2444, -0.2067], [-1.5225, -0.9040, -1.5813], [1.1276, 0.3284, 0.2351], [-1.3131, 0.0649, -0.9019]],
  "homo_lumo_gap_ha": [0.26797, 0.26687],
  "energy_ev": -12324.675,
  "e_lumo_ev": [-1.890, -1.909],
  "e_above_lowest_kj_mol": 327.4
}

---

{
  "formula": "C61H50AsN2P2ReSi",
  "method": "the ωB97M-V functional and the def2-TZVPD basis",
  "elements": ["H", "C", "C", "H", "C", "H", "H", "H", "C", "H", "C", "H", "C", "C", "H", "H", "H", "C", "C", "C", "H", "C", "H", "C", "C", "H", "Re", "H", "C", "C", "H", "H", "H", "P", "C", "H", "H", "P", "C", "C", "H", "C", "C", "C", "H", "C", "H", "C", "C", "C", "C", "C", "C", "C", "C", "H", "C", "H", "H", "H", "C", "C", "C", "C", "C", "H", "H", "H", "C", "H", "C", "C", "C", "C", "H", "C", "C", "H", "H", "C", "H", "H", "H", "H", "C", "H", "C", "C", "H", "H", "C", "C", "As", "C", "H", "H", "C", "H", "H", "H", "Si", "N", "C", "C", "H", "H", "C", "C", "C", "C", "C", "H", "C", "H", "H", "N", "C", "C"],
  "positions_angstrom": [[-0.1393, -7.1916, 0.1650], [-2.2467, -2.7688, 1.3047], [3.4497, -2.3569, -2.2087], [2.9470, 4.0346, 4.7309], [-4.2046, -2.9663, 2.6886], [0.2217, -3.9778, 5.6362], [-5.9524, -3.7469, 1.7322], [-3.9881, 3.2162, 3.8830], [-5.2296, 0.1304, 2.5553], [0.6627, 6.5502, -3.2940], [1.2783, -0.9744, 4.4957], [-0.9288, 1.2708, -6.7418], [-0.4902, 1.0419, -5.7831], [3.2111, 0.8680, -1.7260], [-4.8789, 0.0124, -2.0352], [2.2325, 1.7741, -3.9195], [1.7530, 4.3410, -3.4815], [-4.4190, 0.0251, -1.0589], [-2.9757, -3.2458, 0.2126], [-2.1301, 2.8588, 1.0816], [6.4792, 2.8956, -2.0259], [0.8747, -1.0660, 3.1674], [-0.9546, 6.9764, -1.4910], [-2.8759, -2.6106, 2.5394], [3.8347, -3.5417, -2.8164], [3.1248, 1.7604, 3.8352], [-0.2542, -0.0176, 0.0672], [-5.7174, 3.6815, 2.2002], [-4.9195, -3.4603, 1.6087], [3.4757, 1.8976, -0.8290], [3.8762, -0.1620, -3.4960], [-4.8574, -4.0002, -0.4643], [-2.6048, 0.0803, 2.2930], [-0.4970, -2.3344, 1.0701], [-4.4054, 3.4110, 0.5333], [-5.1635, 3.6327, -0.2008], [3.8946, -0.4479, 2.4878], [-0.4598, 2.4718, 0.4863], [-4.3045, -3.5967, 0.3720], [-0.1647, 3.7732, -0.7538], [2.2738, -7.0615, -0.3380], [4.1062, 0.6094, -2.7645], [1.7253, -6.1648, -0.1034], [1.2902, 1.3121, -4.1912], [2.7553, 2.1318, -0.0494], [1.3657, 4.6121, 3.4143], [-1.0138, -0.9095, -3.0751], [-0.4755, 6.0119, -1.5681], [-0.5283, -0.1819, -3.7218], [0.6832, 0.3892, -3.3436], [3.3625, -0.4276, 1.5395], [-0.3499, -5.0995, 0.4816], [2.8902, -4.3602, -3.4146], [2.1119, -1.9721, -2.2305], [-0.0384, -3.2582, 3.6428], [3.1975, -5.2669, -3.9106], [-3.1359, 0.0640, 1.3498], [-2.4895, -3.3761, -0.7485], [-1.6841, 2.6665, 3.1803], [4.8540, 3.4219, -0.2430], [2.2930, 3.7217, 3.9331], [0.6325, 2.9180, 1.8730], [0.7431, 3.5349, -1.7799], [1.0256, -2.0051, 5.3865], [-3.1182, 3.1158, 0.1285], [-2.4199, 0.0623, -1.8283], [-0.5389, -4.1513, 3.2975], [3.3964, -1.4402, 1.1420], [0.3701, -6.2409, 0.1741], [1.2796, 5.6097, 3.8158], [0.4376, 5.7715, -2.5832], [0.2952, -3.8655, 0.4949], [5.5587, 2.3379, -1.9487], [-1.1090, 0.1347, -4.9385], [3.4311, -4.8772, -0.2770], [-3.0413, 0.0412, -0.9390], [-5.1896, 0.0433, 0.0923], [1.1819, 2.3498, -6.0545], [-1.3978, -5.1883, 0.7227], [-0.7840, 5.0216, -0.6529], [-2.3278, -2.2357, 3.3925], [3.9203, 0.2198, 0.8660], [0.8097, -4.6594, -3.8204], [1.2061, 2.5572, -1.8554], [4.6500, 2.6268, -0.9429], [-4.6811, -2.8659, 3.6501], [1.5499, -4.0159, -3.3705], [5.2797, 1.3379, -2.8678], [-2.8671, 3.1007, -0.9255], [4.8778, -3.8183, -2.8347], [-2.4471, 2.8697, 2.4395], [2.3833, 2.4328, 3.4329], [1.5522, -0.1726, -1.6660], [-3.7391, 3.1758, 2.8346], [2.1365, -2.8243, 0.2297], [1.7990, -0.0924, 4.8328], [0.7010, 1.6373, -5.4017], [4.1914, -1.7326, -1.7224], [-2.0367, -0.3332, -5.2337], [0.1091, -2.5813, -2.7200], [1.5636, 0.1649, 1.8723], [-5.7546, 0.1658, 3.5698], [0.5565, 4.2177, 2.3652], [0.1714, -2.2023, 2.7589], [-6.2687, 0.0318, 0.0426], [5.9715, 1.1231, -3.6686], [-4.7147, 3.4424, 1.8860], [1.0467, 4.5309, -2.6891], [0.3931, -3.1609, 4.9532], [1.5336, 1.9964, 2.4181], [1.1618, -2.8317, -2.7680], [1.3327, -1.9121, 6.4165], [1.6566, -3.7943, 0.2146], [-0.1365, 4.9197, 1.9275], [-1.5134, 5.2307, 0.1166], [-2.4095, 0.0376, 0.2375], [2.3725, -4.9384, -0.0760], [-4.5298, 0.0799, 1.3212]],
  "homo_lumo_gap_ha": [0.23544, 0.21028],
  "charge": 3,
  "energy_ev": -156449.033,
  "e_lumo_ev": [-9.494, -10.171],
  "spin_multiplicity": 4
}

---

{
  "formula": "C3H10NO4",
  "method": "the ωB97M-V functional and the def2-TZVPD basis",
  "elements": ["H", "H", "H", "N", "O", "H", "H", "H", "C", "O", "C", "H", "H", "C", "O", "H", "O", "H"],
  "positions_angstrom": [[0.8671, 0.1076, -1.8568], [0.2258, -1.9931, -0.4665], [-0.6581, 0.8897, -0.1136], [0.3864, -1.0040, -0.0981], [2.1179, -1.9984, 1.1002], [-0.7693, -0.0921, 1.3223], [0.5340, 2.7828, 0.8548], [-2.2486, -1.8613, 0.0007], [-2.0890, -0.8014, -0.2796], [1.1682, 2.2917, 0.4351], [1.4690, -0.9841, 1.0205], [-2.0432, -0.7475, -1.3499], [1.2549, 1.3189, 0.8824], [-0.7755, -0.1804, 0.2495], [1.4292, 0.0643, 1.6990], [-2.8367, -0.3064, 0.2198], [1.0692, 0.9660, -2.2066], [0.8990, 1.5475, -1.4131]],
  "homo_lumo_gap_ha": 0.31665,
  "charge": -1,
  "energy_ev": -12955.338,
  "e_lumo_ev": 3.758,
  "e_above_lowest_kj_mol": 94.1
}

---

{
  "formula": "C16H60N10O14",
  "method": "the ωB97M-V functional and the def2-TZVPD basis",
  "elements": ["O", "H", "H", "H", "H", "H", "N", "C", "H", "H", "H", "N", "H", "H", "C", "H", "H", "H", "H", "H", "H", "H", "O", "N", "H", "H", "H", "H", "O", "C", "H", "H", "H", "C", "C", "H", "H", "N", "H", "C", "C", "H", "H", "C", "H", "H", "O", "O", "O", "H", "H", "H", "H", "H", "O", "N", "N", "C", "O", "H", "N", "N", "C", "H", "C", "H", "H", "O", "H", "H", "H", "H", "H", "H", "C", "O", "N", "H", "O", "H", "O", "C", "H", "H", "O", "H", "H", "C", "C", "O", "H", "C", "H", "H", "N", "H", "H", "H", "H", "H"],
  "positions_angstrom": [[2.9564, 1.9438, -0.6163], [-0.2580, -1.0110, 1.3894], [-1.7384, -2.1902, -2.2388], [-1.9804, -2.7607, -3.7808], [-1.4311, 4.0141, -0.7256], [-1.5181, 2.4323, 2.5984], [0.5476, -1.4102, 3.0889], [0.3611, 5.1629, -0.5004], [-2.1059, 3.0399, -2.7157], [-0.2118, -4.1355, 1.0435], [-0.9940, 1.7888, -2.3625], [4.3500, -2.2842, 1.0288], [2.3182, 1.8270, 2.4015], [-2.5287, -0.3347, -0.4434], [0.1096, -4.7966, 2.7347], [2.1450, 5.7418, -0.1783], [1.4878, -4.1372, -2.9243], [-4.0313, -2.8790, 3.7267], [0.8253, 2.0140, 1.6821], [-1.7387, -0.4887, -4.4769], [-2.9323, -2.8818, 1.1851], [1.7482, 0.8929, -1.5977], [-1.1735, -4.1256, -0.9147], [0.7913, -2.7466, -1.1866], [-0.6483, 0.9536, 0.3019], [-0.4946, -0.0422, -1.1309], [4.1934, -2.6185, 1.9768], [5.1654, -2.5822, 0.5027], [0.6875, 2.4432, -4.4443], [-0.2684, 3.2952, -3.8382], [-2.1775, -1.1144, 4.5738], [-0.7179, 3.6007, 0.8280], [-0.8174, 3.9449, -4.5100], [-1.4903, -1.9063, -3.2533], [-2.2638, 1.8137, 3.1478], [-1.8261, 1.8340, -3.9473], [0.9279, 1.7529, 3.5267], [0.6562, -4.4862, -2.4708], [-1.7641, 1.4962, 4.0534], [-0.2291, -0.9069, 3.9692], [3.9621, 2.2797, 0.3416], [0.7642, -4.5949, 3.6313], [4.8488, -0.9581, -0.8368], [0.0818, -3.8167, -1.5455], [-1.7668, -1.9640, 3.0892], [-2.1180, -0.0210, 2.7824], [-2.1099, -0.6901, -3.6132], [-5.1353, 0.9823, -1.8623], [2.7967, -0.5248, 1.6758], [2.7277, -2.1769, -3.0516], [-4.8113, -3.1793, 2.2729], [4.7821, 2.6173, -0.1899], [0.1879, 3.9961, -3.1912], [-0.0375, 2.9770, -0.7252], [1.3559, 3.6551, 2.6963], [-3.2330, -0.1717, -1.1187], [1.4967, 0.6528, -2.5364], [-4.1914, 0.6485, -0.9606], [-2.7451, -2.9731, 2.1311], [2.6358, 2.7683, -0.9890], [3.9862, -0.7092, -0.3740], [2.4737, -1.3202, -2.5224], [-0.1618, 0.0415, -0.0887], [-3.4465, 0.8634, 0.9401], [3.7368, -1.1478, 0.8024], [0.3855, -5.8016, 2.3213], [-2.9612, -0.4369, -2.0563], [0.2347, -3.8153, 1.8315], [0.3577, -2.2971, 2.5447], [1.5895, 2.7827, -4.4824], [1.3388, 4.1772, 1.8777], [3.6395, 0.2455, -0.4902], [1.4639, -2.2089, -1.7702], [0.2525, -2.2084, -0.5048], [1.8258, -0.3956, -3.2219], [-2.5545, 0.7273, 2.2888], [-1.4660, -1.2615, 3.7698], [0.0477, -5.0256, -3.0599], [-0.7318, -1.0558, 0.5724], [-0.4188, -2.0039, -3.4485], [0.2022, -0.0194, 4.9951], [-3.9192, -3.3466, 2.8242], [2.9379, -1.0648, -1.6360], [4.0748, 1.5070, 1.1326], [1.5237, -0.5948, -4.5498], [0.6391, 5.3856, -1.5017], [-3.0622, 2.4982, 3.3708], [1.3635, 2.2617, 2.5945], [-1.3167, 2.4516, -3.1952], [1.5692, 5.0444, 0.1495], [-3.8321, -4.3991, 2.9874], [-0.4888, 3.8561, -0.2588], [1.5811, -1.2184, 3.0884], [1.1075, 1.4038, -3.1321], [-4.2070, 1.0388, 0.2763], [-0.1218, 6.0878, -0.2089], [-0.8567, -4.8744, 3.1670], [0.9288, 0.0877, -0.0165], [-4.7020, 1.8824, 0.6420], [3.5645, 3.2027, 0.8387]],
  "homo_lumo_gap_ha": 0.27487,
  "energy_ev": -61125.608,
  "e_lumo_ev": -0.512,
  "e_above_lowest_kj_mol": 786.8
}

---

{
  "formula": "C7H10ClNV",
  "method": "the ωB97M-V functional and the def2-TZVPD basis",
  "elements": ["C", "H", "H", "C", "H", "H", "H", "C", "H", "C", "N", "C", "H", "V", "H", "H", "Cl", "C", "C", "H"],
  "positions_angstrom": [[-1.2558, 1.4145, -0.5009], [-2.2837, 1.7548, -0.5838], [1.6485, 0.3868, -1.8240], [-0.5495, 0.6546, -1.4973], [-3.2200, -0.1162, 1.3493], [2.0321, -1.3967, 1.0896], [-0.5188, 2.4419, 1.3902], [0.8374, 0.7215, -1.1753], [-0.9913, 0.2132, -2.3926], [1.5840, -1.4447, 0.0907], [-2.2502, -0.1385, 1.0360], [0.4089, -2.1315, -0.1506], [2.3095, -1.3214, -0.7231], [-0.5699, -0.3825, 0.6376], [-0.0490, -2.1805, -1.1586], [1.9326, 1.6339, 0.5698], [0.1551, -0.3911, 2.7551], [0.9940, 1.4112, 0.0666], [-0.3017, 1.8296, 0.5130], [0.0877, -2.9589, 0.5084]],
  "homo_lumo_gap_ha": [0.27136, 0.27825],
  "energy_ev": -47118.774,
  "e_lumo_ev": [-0.501, -0.594],
  "spin_multiplicity": 2
}

---

{
  "formula": "C44H60BaGeIN4O4S2",
  "method": "the ωB97M-V functional and the def2-TZVPD basis",
  "elements": ["H", "H", "H", "H", "H", "H", "S", "C", "H", "H", "C", "H", "H", "C", "C", "H", "H", "I", "C", "C", "H", "H", "H", "H", "H", "C", "C", "N", "C", "H", "H", "H", "C", "H", "C", "H", "H", "H", "C", "H", "C", "C", "O", "H", "C", "H", "H", "C", "C", "C", "H", "C", "H", "C", "H", "H", "O", "C", "C", "H", "N", "C", "H", "H", "C", "H", "C", "H", "C", "H", "N", "H", "H", "H", "C", "H", "C", "H", "H", "S", "H", "Ge", "H", "C", "H", "C", "C", "H", "H", "H", "C", "O", "H", "N", "C", "C", "C", "H", "H", "C", "C", "H", "C", "H", "C", "H", "H", "C", "H", "C", "C", "H", "C", "C", "Ba", "H", "O"],
  "positions_angstrom": [[-0.5089, 2.4609, 5.2499], [-1.7697, -0.7590, 3.0141], [0.8228, 1.1469, 6.8364], [-3.0127, 2.1614, -0.3865], [2.9545, -1.1655, -4.8472], [-4.2878, 3.3279, 0.0319], [4.1894, -2.4113, -1.6556], [2.4051, -0.9819, 6.2551], [-0.3727, -4.0549, 2.8334], [-1.2133, -4.0639, 0.6012], [-2.4604, 3.5136, 1.1924], [-2.5730, -3.3576, 4.7170], [-4.0983, 2.8681, 2.4726], [-2.5617, 4.9927, 1.5381], [2.4864, 4.1599, 2.4471], [4.9436, -0.9540, -3.3962], [-2.8856, 3.8334, -0.9072], [2.3531, -2.0796, 1.5047], [-2.4611, -0.7277, -1.4324], [-4.6149, -0.8718, -2.5606], [2.5821, -4.6525, -7.3093], [2.4126, -0.7244, 7.3070], [-4.3347, -3.8066, 3.1920], [5.9952, -2.3474, -3.1321], [-1.9277, 5.2258, 2.3947], [4.9570, -2.0352, -3.2524], [4.7259, -4.0323, -4.7671], [1.6440, -2.2602, -1.6254], [1.6072, -0.2180, 5.3633], [5.5345, -4.5038, -4.2217], [-1.8220, 4.9409, -2.2772], [-4.6977, -2.1326, -4.3055], [-0.9259, 4.8125, -2.8801], [-2.4111, -0.7747, 1.3503], [3.4246, 4.0065, 0.1195], [-2.3620, -4.8825, 3.8285], [-2.1623, -2.6878, 0.0466], [1.8475, -2.3667, -6.6974], [4.1069, -4.7146, -5.8019], [2.9194, 4.9372, -0.1393], [-0.5068, -2.1858, -2.3283], [4.3155, -2.7539, -4.4083], [-0.1528, 2.9648, -1.4682], [0.7498, 3.5012, -4.6564], [2.6547, -2.8429, -6.1563], [-2.3611, -2.8193, -4.1112], [3.4450, 4.4112, 2.9067], [-3.2099, 3.1925, -0.0923], [2.4095, -1.6540, 3.5190], [0.0500, 1.2852, 3.5090], [-1.0293, -4.1303, -3.0870], [-2.3381, -3.7957, 3.7466], [1.3101, 2.2675, -3.5164], [0.0671, 1.6095, 4.9054], [1.6400, 3.9758, -3.2046], [1.9926, 5.0923, 2.1735], [-1.7310, -0.2280, -0.4742], [-3.2211, -3.9697, 1.4502], [-3.5972, -1.9065, 2.7840], [-0.5179, -2.6124, 3.8313], [-3.4690, -3.4116, 2.8327], [-3.0332, 2.6740, 2.3315], [-2.2486, 5.6273, 0.7097], [-3.1391, -5.0491, 1.5856], [0.9027, 3.2748, -3.5990], [-4.2116, 0.3297, -0.8239], [-1.9227, -1.6628, -2.3671], [-0.1780, 5.5223, -2.5296], [2.6961, 3.2673, 1.2356], [-2.3497, 2.4271, -2.7903], [-1.3476, -2.4630, 1.9308], [-2.9038, 1.6135, 2.1044], [0.7189, -3.8604, -2.8528], [-1.1802, 5.0745, -3.9095], [2.6541, -1.4737, -1.8027], [-5.6493, -0.5564, -2.6281], [3.0643, -4.1224, -6.4999], [4.4438, 4.2545, 0.4215], [3.5815, 1.3589, 0.7352], [2.7377, 0.2316, -2.1275], [3.4777, 3.3750, -0.7682], [0.1630, 4.0726, 0.0683], [4.4653, 2.2682, 1.9671], [3.4686, 2.0093, 1.6035], [-1.6779, 2.6407, -4.4155], [3.1578, -2.0162, 5.7868], [-4.0904, -1.7525, -3.4963], [-0.4787, 1.8992, 2.7922], [-4.4290, -1.7036, 2.1089], [-2.5197, 2.8913, 3.2689], [3.2746, -2.1612, -5.1201], [1.4141, 2.8183, 0.7489], [4.4401, -5.7103, -6.0636], [0.3833, -1.5952, -1.6159], [-1.4329, 2.4053, -3.3772], [0.8122, 0.8810, 5.7869], [-0.4044, 3.3845, -2.8271], [-3.8592, -1.5816, 3.7908], [-4.1085, -3.7445, 0.8584], [-0.2192, -3.4070, -3.1562], [3.1663, -2.3591, 4.4113], [-3.5907, 5.2560, 1.7898], [-2.2484, -1.3748, 2.2551], [3.7709, -2.5867, 6.4716], [-1.9338, -3.3051, 0.9085], [-1.0448, 1.3848, -3.3568], [-0.1203, -3.1288, -4.2069], [0.8002, 0.2214, 3.1861], [1.8730, 3.6512, 3.1918], [-3.8190, -0.3737, -1.5470], [-1.0410, -3.2405, 3.1130], [3.7819, -3.1797, 4.0693], [-2.7632, -2.1345, -3.3787], [1.6183, -0.5694, 3.9890], [0.2655, 0.9218, -0.2679], [2.9559, 1.4550, 2.3909], [-1.0914, 3.1099, 1.0610]],
  "homo_lumo_gap_ha": [0.21932, 0.21915],
  "energy_ev": -147734.181,
  "e_lumo_ev": [-0.880, -0.884],
  "spin_multiplicity": 2,
  "e_above_lowest_kj_mol": 62.1
}

---

{
  "formula": "C3H4O3",
  "method": "the ωB97M-V functional and the def2-TZVPD basis",
  "elements": ["H", "O", "H", "O", "H", "O", "H", "C", "C", "C"],
  "positions_angstrom": [[-1.6164, 0.0631, -0.1482], [-0.4083, 1.5073, 1.5824], [1.4745, 0.8059, 1.9261], [1.3798, -1.1404, 0.2753], [0.3161, -0.1108, -2.1906], [-0.3940, 0.3577, -1.7320], [-0.9677, -1.4561, -0.8463], [0.5128, 0.7586, 1.3781], [-0.7415, -0.4116, -0.5960], [0.4447, -0.3737, 0.3513]],
  "homo_lumo_gap_ha": 0.33705,
  "smiles": "O=CC(=O)CO",
  "energy_ev": -9316.979,
  "e_lumo_ev": -0.765,
  "e_above_lowest_kj_mol": 166.1
}